Computed, not measured: a structure of composition C29H41F5P2SYb, with the ωB97M-V functional and the def2-TZVPD basis.

XYZ file:
```
79
Properties=species:S:1:pos:R:3:forces:R:3
Yb 0.648317 -0.749982 2.136342 2.7 3.1 -2.6
C -1.363738 -1.178746 3.312286 -0.2 -0.7 0.6
C -1.047585 -2.286074 2.479912 -0.2 -0.5 1.1
C 0.611854 -2.082282 4.067162 -0.7 -0.6 0.3
C -0.356263 -1.080981 4.309767 -0.4 -0.5 0.1
C 0.182106 -2.838708 2.944177 -0.8 -0.4 0.9
C -2.547999 -0.286850 3.204143 -0.6 0.2 0.2
H -2.899733 -0.182651 2.169877 0.0 0.0 0.2
H -2.327802 0.720590 3.583940 -0.1 -0.2 -0.1
H -3.381292 -0.687928 3.804390 0.1 0.2 -0.2
C -0.373095 -0.196205 5.505023 0.1 0.4 0.3
H -1.344478 0.302216 5.597019 0.2 -0.1 0.1
H 0.406414 0.576955 5.476830 -0.1 -0.1 0.1
H -0.190654 -0.796805 6.408358 -0.2 0.2 -0.2
C 1.878044 -2.248906 4.829004 0.4 -0.1 0.4
H 1.696264 -2.108896 5.903516 0.1 -0.1 -0.2
H 2.655535 -1.525217 4.530698 -0.2 -0.3 0.1
H 2.282876 -3.254193 4.674758 0.0 0.2 0.1
C 1.027404 -3.815003 2.219505 0.1 -0.4 0.0
H 1.522071 -4.484192 2.934750 0.0 0.1 -0.3
H 1.824699 -3.317981 1.632665 0.0 -0.2 0.0
H 0.421231 -4.415538 1.535597 0.2 0.0 0.0
C -1.761027 -2.693076 1.244963 -0.2 -0.3 -0.2
H -1.755564 -3.788521 1.149840 -0.1 0.3 -0.1
H -1.286519 -2.290396 0.329424 -0.1 -0.1 -0.1
H -2.799185 -2.337382 1.271933 0.2 -0.2 -0.2
C -1.634547 2.268206 -1.150165 -0.1 0.1 0.1
C -2.690507 1.495096 -0.858325 0.3 0.6 0.8
C -2.788056 0.025076 -1.122401 -0.4 -0.3 -0.3
C -2.314321 -0.421810 -2.539223 -2.0 0.1 -0.5
C -1.035127 -1.082591 -2.684631 0.1 -1.6 -0.5
C 0.308342 -0.566295 -2.477044 1.3 0.0 1.6
C 0.408930 0.719948 -1.579442 0.5 0.2 -0.5
C -0.514138 1.858161 -2.046190 0.1 0.1 1.3
H -3.848427 -0.271326 -1.032521 0.5 0.1 0.0
H -2.430140 0.416031 -3.255372 0.0 -0.2 0.6
H -2.246664 -0.568525 -0.361563 -0.3 0.4 -0.3
H -1.007364 1.510780 -3.042906 0.9 0.8 2.5
H -1.573760 3.298580 -0.783390 -0.5 -0.3 -0.2
H -3.516885 1.920517 -0.274427 0.4 -0.1 -0.1
H 0.096572 2.753965 -2.281081 -0.3 -0.4 0.0
H 0.193597 0.444038 -0.529729 0.0 -0.1 -0.5
H 0.887828 -1.358022 -1.951152 -0.2 0.1 0.1
H 1.451100 1.086487 -1.595383 -0.3 -0.3 0.2
H -3.064035 -1.143808 -2.917636 0.3 0.2 0.3
H -1.075614 -2.140433 -2.971488 0.0 0.4 0.2
P -0.807663 1.568513 -4.723393 -1.7 -0.7 -1.1
C -0.908363 3.290432 -5.217983 0.2 0.3 -0.7
C -1.937373 0.642543 -5.785302 0.3 0.3 -1.7
P 1.276983 -0.545748 -4.024318 -0.8 1.3 -1.3
C 0.901021 1.000831 -4.919313 0.7 0.0 -1.0
C 0.722835 -1.836268 -5.160411 0.3 -0.6 0.1
C 3.061138 -0.649515 -3.893875 0.2 0.0 0.1
H -0.002874 3.832851 -4.923027 -0.2 0.0 -0.1
H -1.776884 3.756520 -4.733600 0.2 -0.2 -0.1
H -1.029200 3.343591 -6.307503 0.1 0.3 0.2
H -1.831263 1.030717 -6.810300 -0.4 -0.5 -0.1
H -2.970892 0.811800 -5.445158 0.4 0.0 -0.1
H -1.737298 -0.436224 -5.785240 -0.1 0.3 0.1
H 3.489084 -0.466371 -4.895892 -0.2 -0.1 0.4
H 3.347293 -1.650391 -3.552313 0.0 0.2 0.0
H 3.446349 0.103905 -3.196707 -0.1 -0.2 -0.1
H 1.594237 1.797105 -4.592497 -0.3 -0.3 -0.1
H 1.056490 0.814642 -5.999088 0.5 0.1 0.4
H 1.436230 -2.670159 -5.092742 -0.3 0.1 -0.1
H 0.721897 -1.452087 -6.189611 0.0 -0.1 0.3
H -0.275238 -2.209748 -4.904645 0.3 0.2 -0.1
F 1.387449 4.036117 6.465257 0.4 -0.5 -0.6
C 1.822325 3.186638 5.513220 -0.2 0.2 -0.1
C 1.040174 2.960093 4.374257 -0.5 0.5 0.5
F -0.157970 3.587556 4.224228 1.0 -0.6 0.2
C 1.475978 2.042105 3.444339 0.0 -0.8 -0.3
F 0.516081 1.629395 2.480331 0.9 0.8 0.6
C 2.707465 1.349433 3.512052 -0.8 1.0 1.1
S 3.258709 0.258847 2.317811 0.1 -0.8 -0.9
C 3.461333 1.603665 4.689849 -0.3 -0.3 -0.5
F 4.585272 0.885676 4.879643 -0.5 0.7 0.1
C 3.033857 2.497480 5.665213 0.0 0.1 0.4
F 3.764149 2.688724 6.784876 -0.5 -0.1 -0.8
```
Positions in Å, forces in eV/Å.

The value obtained for the total energy is -3868.12308 a.u. The lowest unoccupied orbital energy (spin up / spin down) is -2.78 / -3.77 eV. Its spin multiplicity is 2. Its total charge is +1. Its HOMO-LUMO gap (spin up / spin down) is 6.5 / 5.5 eV. The value obtained for the HOMO energy (spin up / spin down) is -0.342 / -0.342 Ha.

Here are the Löwdin charges for atoms 1 to 8, given in e:
1. Yb 1.214
2. C -0.329
3. C -0.347
4. C -0.331
5. C -0.308
6. C -0.356
7. C -0.036
8. H 0.062